Entry 1:
114
Properties=species:S:1:pos:R:3:forces:R:3 method="wB97M-V/def2-TZVPD" max_force_ha_per_bohr=0.1719 total_energy_ev=-154824.0427 total_charge=+1 multiplicity=6 e_lumo_ev="-3.03 / -3.17" e_homo_ev="-10.6 / -10.6" homo_lumo_gap_ev="7.590 / 7.452"
Mn -0.499 1.529 3.364 -0.6 1.2 2.8
C 1.149 1.735 -0.528 -1.7 0.2 0.1
F 1.902 0.679 -0.488 1.1 0.0 1.0
F 1.601 2.827 0.105 0.2 -1.1 0.2
F 1.013 2.053 -1.782 -0.7 0.4 -0.6
S -0.671 1.259 0.144 -2.4 3.6 -2.1
O -1.381 2.571 0.296 1.9 -2.9 0.6
O -1.270 0.439 -0.928 1.5 0.6 2.9
N -0.467 0.557 1.755 -0.8 1.2 -6.6
S -0.227 -0.944 1.469 3.3 -7.9 2.2
O 0.536 -1.385 0.274 -2.6 1.8 2.2
O 0.356 -1.461 2.740 -1.6 1.0 -2.1
C -2.020 -1.826 1.477 0.6 1.4 -1.6
F -1.890 -3.134 1.631 0.0 0.7 0.2
F -2.773 -1.314 2.489 0.6 -0.5 -1.2
F -2.604 -1.563 0.257 0.3 -0.5 2.1
O 0.595 5.419 -2.454 0.1 -0.1 -0.3
H 1.381 5.625 -1.949 0.2 0.1 0.1
H 0.082 4.852 -1.878 -0.4 -0.2 0.1
O 1.534 0.867 3.966 -0.6 0.9 0.7
H 2.058 0.976 4.760 0.1 0.2 0.3
H 2.128 0.449 3.342 0.7 -0.9 -1.0
O -2.633 2.325 3.180 1.3 0.3 0.7
H -2.974 3.169 3.474 0.0 0.2 0.2
H -3.262 2.027 2.524 -1.1 -0.8 -0.7
O -1.388 5.121 1.435 0.2 0.1 0.4
H -1.774 5.826 1.955 0.0 0.4 0.1
H -2.094 4.837 0.855 0.0 -0.4 -0.4
O 0.412 3.338 2.513 0.4 -0.6 0.9
H -0.043 4.107 2.169 -1.2 0.6 -0.7
H 1.275 3.664 2.768 0.4 -0.1 0.2
O 3.342 -0.348 2.094 -1.4 1.8 0.2
H 4.163 -0.839 2.093 0.9 -1.1 -0.1
H 3.576 0.511 1.743 0.2 0.2 -0.3
C -2.891 -4.169 -1.668 5.3 1.5 -2.5
O -1.818 -3.642 -1.986 -0.4 0.5 1.8
N -3.281 -4.694 -0.570 0.2 -0.9 7.5
N -3.672 -4.563 -2.578 -4.5 -1.2 -4.4
H -4.232 -4.945 -0.338 0.3 0.2 -0.3
H -2.638 -4.694 0.209 -0.2 0.1 -0.1
H -4.215 -5.295 -2.144 -0.6 -0.4 -2.2
H -3.369 -4.468 -3.537 -0.5 -0.3 0.1
C -1.661 -0.696 5.561 -1.0 -1.3 -0.3
O -1.319 0.073 4.688 0.7 1.9 -1.6
N -2.310 -1.841 5.371 -0.4 -0.9 -1.3
N -1.485 -0.524 6.845 1.0 1.1 2.2
H -2.501 -2.132 4.423 -0.2 -0.3 0.4
H -2.649 -2.297 6.205 -0.3 -0.3 -0.9
H -0.986 0.308 7.128 0.0 -0.5 0.5
H -1.478 -1.415 7.320 0.4 0.9 1.0
C 6.483 0.224 -1.118 1.8 -1.1 0.1
O 7.317 1.058 -0.946 2.1 1.4 0.0
N 5.245 0.401 -0.778 -4.9 -0.1 0.4
N 6.738 -1.056 -1.530 1.0 0.2 -0.5
H 4.861 1.270 -0.434 0.5 -0.1 -0.5
H 4.624 -0.243 -1.246 -0.7 0.3 0.6
H 7.715 -1.162 -1.765 -0.4 -0.5 -0.3
H 6.015 -1.703 -1.810 0.5 0.1 0.2
C 2.885 -3.291 4.601 2.5 -1.9 -1.5
O 3.587 -4.241 4.273 -0.5 0.3 0.5
N 3.057 -2.037 4.229 2.4 1.8 -1.4
N 1.807 -3.283 5.310 -4.0 -1.6 3.4
H 3.570 -2.057 3.359 -0.1 1.0 -0.1
H 2.351 -1.396 4.561 0.8 0.3 -1.4
H 1.450 -2.341 5.388 -0.9 -1.1 1.0
H 1.643 -4.025 5.975 -0.3 0.3 -0.1
C -5.188 -0.245 -2.797 -1.3 0.2 -2.6
O -5.718 0.220 -3.742 -2.8 1.6 -4.8
N -5.060 -1.492 -2.610 0.4 -5.6 1.0
N -4.694 0.521 -1.948 3.3 5.0 6.4
H -4.669 -1.783 -1.726 -0.3 -0.8 -0.5
H -5.622 -2.050 -3.238 0.4 -0.4 0.5
H -4.789 1.513 -2.113 0.4 -0.3 0.1
H -4.385 0.194 -1.044 0.2 0.4 -0.1
C -5.506 1.995 0.907 3.4 -2.1 2.1
O -4.977 1.291 1.851 -0.9 2.4 -1.7
N -6.706 1.872 0.450 -3.8 -0.9 -0.1
N -4.825 2.844 0.140 2.0 0.7 0.3
H -7.392 1.417 1.036 0.0 -0.2 -0.6
H -6.801 1.953 -0.552 -0.7 -0.1 0.3
H -5.286 3.334 -0.613 0.5 0.1 0.2
H -3.823 2.785 0.252 0.1 0.4 -0.7
C 1.456 -2.358 -2.620 -2.2 -7.1 -0.4
O 1.833 -3.558 -2.524 -0.2 0.9 0.4
N 2.265 -1.446 -2.853 5.3 6.7 -0.7
N 0.192 -2.030 -2.678 -2.7 -0.6 0.5
H 1.857 -0.522 -2.859 0.8 0.2 -0.7
H 3.105 -1.616 -3.387 -0.3 0.0 0.3
H -0.396 -2.827 -2.476 -0.5 0.4 0.1
H -0.249 -1.137 -2.846 0.6 -0.3 0.0
C 4.388 -2.790 0.615 -0.4 1.2 1.7
O 4.753 -2.524 1.756 0.3 0.5 1.1
N 5.072 -3.448 -0.236 5.3 -3.8 -3.0
N 3.303 -2.425 0.012 -3.6 2.1 -0.3
H 6.002 -3.770 -0.009 -0.3 0.0 0.2
H 4.751 -3.691 -1.163 -0.1 -0.1 0.4
H 3.255 -2.638 -0.974 -1.1 0.2 0.3
H 2.685 -1.771 0.470 -0.2 -0.3 -0.4
C 2.611 2.133 -4.564 -0.6 -0.1 1.2
O 2.032 1.141 -4.176 -1.3 -1.2 0.2
N 3.817 2.163 -5.022 3.9 -0.9 -1.9
N 2.212 3.384 -4.457 -2.6 2.3 0.7
H 4.276 1.309 -5.305 0.1 0.5 -0.1
H 4.085 3.097 -5.299 1.1 -1.0 -0.4
H 2.766 4.119 -4.872 -0.7 0.1 0.5
H 1.393 3.580 -3.900 0.0 0.5 -0.3
C -1.586 2.528 -3.684 -1.7 -0.9 2.3
O -2.329 3.140 -2.916 0.2 -0.8 0.8
N -1.070 1.276 -3.645 0.0 -1.5 1.5
N -1.225 3.029 -4.802 1.5 3.3 -5.6
H -1.092 0.770 -2.772 0.0 0.2 -0.3
H -0.260 1.156 -4.235 0.1 -0.4 0.4
H -0.751 2.456 -5.485 -0.2 0.2 0.1
H -1.686 3.832 -5.207 0.0 0.0 0.5


Entry 2:
92
Properties=species:S:1:pos:R:3:forces:R:3 method="wB97M-V/def2-TZVPD" max_force_ha_per_bohr=0.1387 total_energy_ev=-133510.8264 total_charge=+1 e_above_lowest_ev=0.390 multiplicity=3 e_lumo_ev="-2.99 / -3.21" e_homo_ev="-11.3 / -11.4" homo_lumo_gap_ev="8.335 / 8.196"
Pt 0.312 2.373 0.007 -0.4 -2.3 0.4
Br -0.271 -0.252 0.185 0.3 0.6 0.1
C 1.048 5.601 0.329 -0.4 -1.3 1.7
O 0.783 4.415 0.197 0.7 0.5 -0.3
N 0.610 6.558 -0.415 -1.9 2.4 -3.3
N 1.702 6.160 1.335 1.5 0.1 1.7
H 0.700 7.473 0.003 -0.7 0.0 -1.1
H -0.114 6.383 -1.096 0.2 0.2 0.0
H 1.658 7.164 1.232 0.9 -0.4 1.5
H 1.936 5.680 2.193 0.0 0.3 -0.3
C 0.677 -0.968 4.243 -1.9 0.7 3.2
O 0.899 -1.142 5.407 1.8 -1.1 2.3
N 1.463 -1.092 3.247 5.7 -1.3 -4.1
N -0.491 -0.529 3.901 -4.7 1.9 -2.1
H 1.312 -0.872 2.273 -0.7 0.0 0.3
H 2.370 -1.500 3.424 -0.2 0.0 0.2
H -0.634 -0.262 2.938 -0.5 0.0 0.1
H -1.226 -0.351 4.571 0.5 -0.1 -0.1
C -4.332 0.583 2.966 -2.9 -2.8 1.9
C -5.258 -0.659 2.682 2.3 0.1 -1.8
O -6.081 -0.464 1.514 -0.5 0.1 1.2
O -5.065 1.489 3.776 0.2 1.9 -0.9
H -4.062 0.804 1.934 0.4 1.3 0.6
H -3.582 0.209 3.664 1.0 -0.1 -0.8
H -5.752 -1.129 3.532 -0.5 0.5 -0.2
H -4.491 -1.365 2.364 0.1 -0.8 0.2
H -5.471 -0.338 0.784 0.0 0.0 0.1
H -5.559 1.002 4.438 0.1 -0.2 -0.2
C 5.061 1.517 -3.601 -0.3 -0.3 -0.8
C 4.879 1.239 -2.079 1.5 0.8 -1.8
O 3.595 0.744 -1.747 0.3 -0.1 -0.4
O 6.297 2.163 -3.936 -0.8 0.0 0.8
H 4.252 2.119 -4.017 0.0 0.5 0.3
H 4.989 0.628 -4.227 0.0 -0.5 0.4
H 5.107 2.197 -1.612 -0.1 0.0 0.4
H 5.703 0.550 -1.893 -0.2 -0.3 0.7
H 3.659 0.427 -0.843 -0.3 -0.1 0.1
H 6.964 1.494 -4.104 0.0 -0.1 0.0
C -4.134 -1.225 -0.864 1.3 0.2 -0.3
C -3.307 -1.615 -2.113 -1.5 1.4 0.5
O -2.047 -2.108 -1.838 0.4 -0.7 0.0
O -3.644 0.034 -0.290 -1.0 -0.7 -0.5
H -4.028 -2.016 -0.122 -0.3 -0.1 0.2
H -5.174 -1.054 -1.141 0.1 0.0 0.1
H -3.218 -0.671 -2.651 -0.1 0.1 -0.5
H -3.904 -2.312 -2.702 0.4 -0.2 -0.1
H -1.566 -1.476 -1.299 0.4 0.3 0.1
H -2.710 -0.026 -0.077 0.6 -0.2 0.2
C 2.710 -2.910 -2.310 -0.1 -0.7 0.1
C 4.242 -2.859 -2.181 -0.6 -0.5 0.4
O 4.738 -4.106 -1.759 0.5 -0.3 0.4
O 2.358 -3.943 -3.240 0.5 0.5 -0.2
H 2.221 -1.966 -2.550 0.3 0.3 -0.3
H 2.296 -3.221 -1.351 0.2 0.1 0.4
H 4.517 -2.221 -1.341 -0.2 0.5 -0.1
H 4.789 -2.501 -3.053 -0.3 0.0 -0.4
H 4.396 -4.855 -2.253 -0.3 0.2 -0.4
H 1.403 -3.954 -3.339 -0.1 -0.1 0.0
C -0.458 -3.978 1.087 1.4 -0.4 -0.8
C -1.303 -3.521 2.229 -1.2 -0.6 0.9
O -2.587 -4.229 2.254 1.4 0.7 0.1
O 0.077 -5.345 1.268 -1.0 1.2 0.4
H 0.428 -3.347 1.010 0.1 0.3 0.2
H -0.948 -3.891 0.117 -0.3 -0.2 0.2
H -1.535 -2.463 2.357 -0.1 0.2 -1.2
H -0.745 -3.610 3.161 0.1 -0.9 0.3
H -2.312 -5.149 2.247 -0.2 -0.4 0.0
H -0.041 -5.845 0.457 -0.2 0.1 -0.1
O -4.066 2.704 -0.053 0.4 0.7 -0.1
H -4.894 2.882 0.393 -0.2 0.3 0.1
H -4.096 1.768 -0.252 0.0 -0.9 -0.1
O -1.102 0.915 -3.607 0.1 0.4 0.4
H -0.272 0.894 -4.082 0.2 -0.2 -0.1
H -1.738 0.542 -4.219 -0.3 -0.1 -0.2
O -0.612 2.809 1.993 -0.3 -0.1 0.7
H -0.091 2.952 2.783 0.4 -0.2 0.2
H -1.466 3.190 2.196 -0.6 0.0 -0.2
O 1.475 2.401 -1.867 -0.2 0.6 -0.9
H 2.182 1.804 -2.113 0.9 -1.0 0.4
H 1.162 2.758 -2.698 -0.3 0.4 -0.1
O -2.206 -4.804 -1.936 0.2 -0.8 -0.1
H -1.898 -3.940 -1.662 -0.1 0.5 -0.1
H -3.158 -4.755 -1.860 -0.2 -0.1 0.1
O 4.394 0.795 1.572 0.0 0.0 -0.2
H 4.659 -0.092 1.329 0.2 -0.4 0.0
H 4.546 0.841 2.516 0.1 0.1 0.4
O -1.378 2.711 -1.253 -0.6 0.6 -0.8
H -1.268 2.532 -2.187 0.2 -0.6 -0.5
H -2.317 2.861 -1.146 -0.8 0.1 0.8
O 2.290 2.191 0.959 -0.2 0.8 0.3
H 2.878 2.871 0.632 0.1 0.4 -0.2
H 2.873 1.505 1.283 0.4 -0.9 0.2


Entry 3:
28
Properties=species:S:1:pos:R:3:forces:R:3 method="wB97M-V/def2-TZVPD" max_force_ha_per_bohr=0.0072 total_energy_ev=-36123.2405 total_charge=+1 e_above_lowest_ev=0.515 multiplicity=3 e_lumo_ev="-4.66 / -4.89" e_homo_ev="-11.7 / -13.0" homo_lumo_gap_ev="7.021 / 8.133"
Au 1.176 -0.003 -1.610 0.0 0.0 0.0
O -2.016 0.014 1.661 0.0 0.0 0.0
C -1.017 -0.002 0.802 0.0 0.1 0.0
O -1.148 -0.012 -0.401 0.0 0.0 0.0
C 0.326 0.003 1.491 0.0 0.0 0.1
C 0.444 0.008 2.873 0.0 0.0 0.0
C 1.718 0.010 3.418 0.0 0.0 0.0
C 2.816 0.007 2.574 0.0 0.0 0.0
C 2.607 0.002 1.202 0.0 0.0 0.0
N 1.382 0.000 0.690 0.0 0.0 0.0
C 3.718 -0.001 0.164 0.0 0.0 0.0
O 4.971 -0.001 0.575 0.0 0.0 0.0
O 3.485 -0.005 -1.021 0.0 0.0 0.0
H -2.868 0.015 1.191 0.0 0.0 0.0
H -0.438 0.010 3.495 0.0 0.0 0.0
H 1.855 0.013 4.491 0.0 0.0 0.0
H 3.807 0.008 3.008 0.0 0.0 0.0
H 5.072 0.002 1.534 0.0 0.0 0.0
O -4.744 -0.003 -1.783 0.0 0.0 0.0
C -3.653 -0.003 -2.265 0.1 0.0 -0.1
C -2.997 -1.342 -2.574 -0.1 -0.3 0.1
O -3.598 -2.431 -2.452 0.0 0.1 0.0
C -1.664 -1.434 -2.934 0.1 0.3 -0.1
C -1.652 1.417 -2.925 0.1 -0.3 -0.2
O -0.543 1.469 -3.229 0.0 0.2 0.0
C -2.967 1.337 -2.502 -0.1 0.3 0.1
O -3.524 2.430 -2.261 0.0 -0.1 0.0
O -0.550 -1.505 -3.214 0.0 -0.2 0.1


Entry 4:
34
Properties=species:S:1:pos:R:3:forces:R:3 method="wB97M-V/def2-TZVPD" max_force_ha_per_bohr=0.0074 total_energy_ev=-150956.4246 total_charge=-2 e_above_lowest_ev=0.197 multiplicity=2 e_lumo_ev="4.45 / 4.45" e_homo_ev="-2.0 / -2.9" homo_lumo_gap_ev="6.460 / 7.312"
Ti -0.651 -0.685 1.949 0.0 0.1 0.0
S -2.772 -4.502 -0.247 -0.1 -0.1 -0.1
C -1.936 -3.330 0.518 0.2 0.1 0.0
N -1.311 -2.501 1.052 -0.2 0.1 0.0
F -2.860 2.804 -4.045 0.0 0.0 0.0
C -2.617 2.177 -2.874 0.1 -0.1 0.0
C -1.823 1.045 -2.830 -0.1 0.1 0.0
F -1.296 0.568 -3.971 0.0 0.0 0.0
C -1.580 0.404 -1.633 0.0 0.0 0.2
F -0.821 -0.699 -1.655 0.0 0.0 0.0
C -2.101 0.857 -0.402 0.0 0.1 -0.1
O -1.892 0.275 0.727 0.2 -0.1 0.0
C -2.905 2.009 -0.497 0.0 0.0 0.0
F -3.458 2.514 0.615 0.0 0.0 0.0
C -3.157 2.650 -1.695 0.0 0.0 0.1
F -3.937 3.747 -1.720 0.0 0.0 0.0
O -1.102 -3.017 4.991 0.0 0.0 0.0
Se -0.525 -1.566 4.601 -0.2 -0.3 0.1
O 0.521 -1.662 3.271 0.1 0.1 -0.1
O -1.659 -0.644 3.755 0.1 0.0 0.0
O 0.129 -0.783 5.845 0.0 0.1 -0.1
C 4.564 0.785 -1.311 0.0 0.0 0.0
C 3.332 0.277 -0.616 -0.1 0.1 0.1
C 2.805 -0.978 -0.921 0.1 -0.1 -0.1
C 1.668 -1.356 -0.239 0.0 0.0 0.1
N 1.106 -0.555 0.651 0.1 0.0 -0.1
C 1.657 0.668 0.891 -0.3 0.0 0.2
S 0.793 1.596 2.041 0.0 -0.1 -0.1
N 2.780 1.088 0.274 0.1 0.0 -0.1
H 5.328 0.008 -1.376 0.0 0.0 0.0
H 4.956 1.644 -0.771 0.0 0.0 0.0
H 4.318 1.095 -2.330 0.0 0.0 0.0
H 3.266 -1.625 -1.655 0.0 0.0 0.0
H 1.180 -2.311 -0.392 0.0 0.0 0.0